Computed, not measured: C7H10O in the gas phase, with ωB97M-V with the def2-TZVPD basis set.

F_max	5.31	eV/A
E_LUMO	0.389	eV
multiplicity	1
gap between HOMO and LUMO	8.7377	eV
SMILES string	CC[C@H]1CCC1=C=O

Last column: Mulliken charge in e.
CARTESIAN COORDINATES (ANGSTROEM)
C1 -2.248 -0.407 -0.379  0.93
C2 -1.288 0.335 -0.022  -0.65
C3 -0.646 1.662 -0.392  -0.56
C4 0.577 1.422 0.561  -0.84
C5 0.166 0.106 1.142  0.04
C6 0.762 -1.314 -0.922  -1.16
C7 0.838 -1.130 0.631  -0.57
O1 -3.109 -1.171 -0.723  -0.55
H1 -0.496 1.769 -1.436  0.35
H2 -1.142 2.540 0.125  0.23
H3 1.482 1.281 -0.064  0.25
H4 0.808 2.215 1.260  0.42
H5 -0.228 0.052 2.149  0.49
H6 0.911 -0.487 -1.531  0.35
H7 -0.166 -1.835 -1.231  0.27
H8 1.510 -2.031 -1.290  0.37
H9 1.836 -0.895 0.967  0.34
H10 0.434 -2.112 1.155  0.28

Computed, not measured: 2 unconnected molecules or ions with the total composition CH3N4O, with ωB97M-V with the def2-TZVPD basis set.

F_max	8.60	eV/A
E_LUMO (spin up / spin down)	-5.699 / -10.358	eV
total charge	+1
multiplicity	3
expectation value of S²	2.025
gap between HOMO and LUMO (spin up / spin down)	7.1405 / 4.5213	eV

Last column: Mulliken charge in e.
CARTESIAN COORDINATES (ANGSTROEM)
C1 1.113 -2.819 0.081  0.49
N1 -0.487 3.174 -0.500  -0.35
N2 -0.846 1.022 0.113  -0.22
N3 -0.572 2.104 -0.114  0.85
N4 0.225 -1.993 0.156  -0.54
O1 2.069 -3.440 -0.015  -0.28
H1 -0.357 4.114 -0.160  0.35
H2 -0.410 0.090 0.144  0.47
H3 -0.736 -2.253 0.295  0.23

Computed, not measured: C8H10NO5P in the gas phase, with ωB97M-V with the def2-TZVPD basis set.

F_max	1.89	eV/A
E_LUMO	-0.614	eV
multiplicity	1
gap between HOMO and LUMO	9.0636	eV
SMILES string	O=[N+]([O-])/C=C/C=C\C=C/P1(=O)OCCO1

Last column: Mulliken charge in e.
CARTESIAN COORDINATES (ANGSTROEM)
C1 2.265 -2.018 -0.866  -0.35
C2 1.283 -2.458 -0.050  -0.48
C3 2.767 -0.682 -0.753  -0.27
C4 0.720 -1.612 0.973  -0.33
C5 -1.784 2.064 -0.492  -0.33
C6 -2.841 1.134 0.156  -0.37
C7 1.959 0.396 -0.701  -0.63
C8 0.166 -0.414 0.729  -0.37
N1 2.453 1.651 -0.235  1.02
O1 3.613 1.735 0.112  -0.62
O2 1.644 2.558 -0.159  -0.59
O3 -0.772 -1.302 -1.738  -0.68
O4 -0.951 1.242 -1.276  -0.39
O5 -2.395 -0.194 -0.014  -0.42
P1 -0.932 -0.277 -0.722  0.97
H1 2.820 -2.723 -1.464  0.44
H2 1.067 -3.515 -0.013  0.40
H3 3.818 -0.560 -0.511  0.41
H4 0.945 -1.916 1.991  0.37
H5 -2.238 2.804 -1.152  0.33
H6 -1.180 2.575 0.264  0.24
H7 -2.959 1.354 1.220  0.27
H8 -3.812 1.226 -0.340  0.28
H9 1.034 0.462 -1.238  0.67
H10 -0.093 0.230 1.562  0.44

Computed, not measured: a molecular structure, H10NaO5, with ωB97M-V with the def2-TZVPD basis set.

F_max	8.57	eV/A
E_LUMO	-3.538	eV
total charge	+1
multiplicity	1
gap between HOMO and LUMO	11.4669	eV

Last column: Mulliken charge in e.
CARTESIAN COORDINATES (ANGSTROEM)
Na1 -12.242 -1.305 10.460  1.00
O1 -11.243 -2.580 9.902  -0.50
H1 -10.761 -3.127 10.523  0.21
H2 -11.149 -3.031 9.062  0.29
O2 -11.245 -0.345 9.432  -0.56
H3 -11.761 0.150 8.796  0.28
H4 -10.366 -0.379 9.054  0.27
O3 -13.764 -1.735 11.251  -0.52
H5 -13.792 -2.287 12.033  0.26
H6 -14.683 -1.554 11.052  0.25
O4 -13.064 -1.933 9.042  -0.51
H7 -13.016 -2.887 8.971  0.30
H8 -13.433 -1.649 8.206  0.20
O5 -11.938 -0.446 12.058  -0.63
H9 -11.593 0.419 11.837  0.33
H10 -11.198 -0.906 12.455  0.32